Record 1
{
  "formula": "C47H50Br2CsN5OP2Te",
  "method": "ωB97M-V/def2-TZVPD",
  "elements": ["Cs", "N", "C", "C", "N", "C", "C", "N", "H", "H", "H", "H", "H", "H", "H", "H", "H", "H", "H", "H", "H", "C", "C", "C", "C", "C", "C", "Br", "C", "C", "Br", "C", "O", "C", "N", "H", "H", "H", "H", "H", "H", "C", "N", "P", "C", "C", "C", "C", "C", "C", "C", "C", "C", "C", "C", "C", "P", "C", "C", "C", "C", "C", "C", "C", "C", "C", "C", "C", "C", "H", "H", "H", "H", "H", "H", "H", "H", "H", "H", "H", "H", "H", "H", "H", "H", "H", "H", "H", "H", "H", "H", "H", "C", "Te", "C", "C", "C", "C", "C", "C", "C", "H", "H", "H", "H", "H", "H", "H", "H"],
  "coordinates": [[0.093, 0.620, -0.035], [0.010, -1.570, 2.107], [1.098, -2.514, 2.376], [1.040, -3.652, 1.368], [1.413, -3.181, 0.044], [0.911, -3.966, -1.063], [1.120, -3.209, -2.367], [0.332, -1.971, -2.372], [0.147, -0.728, 2.659], [-0.881, -1.975, 2.375], [1.069, -2.922, 3.392], [2.043, -1.978, 2.258], [0.022, -4.083, 1.375], [1.727, -4.446, 1.674], [1.087, -2.230, -0.087], [-0.164, -4.201, -0.954], [1.442, -4.921, -1.110], [0.882, -3.866, -3.212], [2.176, -2.941, -2.439], [-0.618, -2.167, -2.667], [0.702, -1.311, -3.049], [-2.371, 3.073, 1.849], [-1.292, 2.915, 2.890], [-1.456, 3.500, 4.164], [-0.493, 3.321, 5.115], [0.665, 2.571, 4.820], [1.720, 2.310, 5.724], [1.648, 2.974, 7.510], [2.803, 1.573, 5.340], [2.893, 1.074, 4.035], [4.426, 0.066, 3.540], [1.925, 1.288, 3.048], [1.979, 0.867, 1.851], [0.763, 2.050, 3.507], [-0.218, 2.225, 2.587], [-2.827, 4.061, 1.936], [-3.163, 2.332, 1.995], [-1.989, 2.956, 0.833], [-2.342, 4.083, 4.382], [-0.604, 3.755, 6.100], [3.601, 1.372, 6.041], [-4.788, 1.148, -3.324], [-3.683, 1.169, -2.363], [-2.154, 1.857, -2.727], [-2.652, 3.298, -3.748], [-2.984, 4.456, -3.045], [-3.421, 5.589, -3.714], [-3.510, 5.580, -5.100], [-3.165, 4.438, -5.809], [-2.741, 3.300, -5.137], [-1.428, 0.748, -3.994], [-1.996, -0.469, -4.362], [-1.356, -1.298, -5.276], [-0.137, -0.926, -5.821], [0.450, 0.276, -5.444], [-0.189, 1.103, -4.534], [-3.722, 0.267, -0.898], [-4.065, -1.448, -1.460], [-3.028, -2.368, -1.301], [-3.136, -3.659, -1.802], [-4.290, -4.043, -2.470], [-5.338, -3.143, -2.616], [-5.230, -1.857, -2.110], [-5.340, 0.779, -0.212], [-6.135, -0.113, 0.506], [-7.289, 0.327, 1.140], [-7.658, 1.662, 1.066], [-6.867, 2.559, 0.361], [-5.712, 2.122, -0.268], [-4.862, 2.111, -3.828], [-5.726, 0.978, -2.797], [-4.671, 0.373, -4.084], [-2.892, 4.460, -1.964], [-3.678, 6.483, -3.160], [-3.842, 6.465, -5.627], [-3.231, 4.432, -6.890], [-2.481, 2.409, -5.696], [-2.932, -0.788, -3.920], [-1.810, -2.241, -5.556], [0.363, -1.572, -6.532], [1.409, 0.563, -5.857], [0.270, 2.041, -4.236], [-2.127, -2.063, -0.776], [-2.326, -4.364, -1.668], [-4.379, -5.047, -2.866], [-6.246, -3.447, -3.123], [-6.065, -1.175, -2.213], [-5.853, -1.157, 0.567], [-7.901, -0.375, 1.692], [-8.560, 2.005, 1.557], [-7.152, 3.602, 0.303], [-5.094, 2.822, -0.819], [5.013, -0.206, -2.379], [3.702, -0.342, -0.682], [4.455, 1.597, -0.198], [5.696, 1.796, -1.030], [6.573, 2.846, -0.765], [7.708, 3.032, -1.536], [7.979, 2.163, -2.586], [7.113, 1.117, -2.854], [5.968, 0.925, -2.083], [4.442, -0.005, -3.286], [5.545, -1.146, -2.518], [4.660, 1.617, 0.871], [3.710, 2.362, -0.410], [6.361, 3.513, 0.062], [8.385, 3.847, -1.314], [8.868, 2.297, -3.188], [7.327, 0.434, -3.668]],
  "e_tot_ha": -8288.9842,
  "charge": 0,
  "e_above_lowest_kj_mol": 6.0,
  "e_homo_ev": -6.52
}



Record 2
{
  "formula": "C47H50Br2N9O2RbSSi",
  "method": "ωB97M-V/def2-TZVPD",
  "elements": ["Rb", "C", "C", "C", "C", "C", "N", "C", "C", "C", "C", "C", "C", "C", "N", "C", "C", "C", "N", "C", "C", "N", "C", "C", "C", "N", "H", "H", "H", "H", "H", "H", "H", "H", "H", "H", "H", "H", "H", "H", "H", "H", "H", "H", "Br", "C", "C", "C", "N", "C", "C", "C", "C", "C", "Br", "C", "C", "N", "H", "H", "H", "H", "H", "H", "C", "N", "C", "C", "S", "N", "C", "C", "H", "H", "H", "H", "H", "H", "H", "H", "H", "H", "H", "H", "O", "C", "O", "C", "C", "C", "C", "C", "C", "H", "H", "H", "H", "H", "C", "Si", "C", "C", "C", "C", "H", "H", "H", "H", "H", "H", "H", "H", "H"],
  "coordinates": [[0.726, 0.862, -0.106], [8.077, -1.140, 2.362], [6.579, -1.056, 2.025], [5.541, -1.622, 2.788], [4.201, -1.463, 2.425], [3.813, -0.884, 1.135], [2.571, -1.099, 0.754], [2.127, -2.410, 0.727], [2.831, -3.285, -0.118], [2.418, -4.570, -0.400], [1.313, -5.140, 0.300], [0.878, -6.551, 0.013], [0.619, -4.328, 1.163], [0.966, -2.993, 1.423], [0.229, -2.230, 2.401], [-0.314, -2.692, 3.570], [-1.020, -1.679, 4.147], [-0.829, -0.587, 3.260], [-0.059, -0.890, 2.210], [4.877, -0.159, 0.451], [6.217, -0.289, 0.859], [4.612, 0.587, -0.747], [5.522, 0.914, -1.711], [4.920, 1.799, -2.592], [3.600, 1.911, -2.168], [3.403, 1.168, -1.058], [8.188, -1.599, 3.328], [8.566, -0.154, 2.331], [8.604, -1.733, 1.565], [5.840, -2.068, 3.768], [3.450, -2.023, 3.038], [3.715, -2.812, -0.601], [2.902, -5.135, -1.180], [1.777, -7.186, 0.048], [0.385, -6.643, -0.975], [0.160, -6.828, 0.786], [-0.210, -4.767, 1.729], [-0.162, -3.694, 3.909], [-1.474, -1.700, 5.152], [-1.267, 0.385, 3.373], [6.949, 0.197, 0.245], [6.537, 0.561, -1.650], [5.364, 2.394, -3.381], [2.780, 2.396, -2.667], [-0.602, -0.183, -7.766], [-0.278, 0.210, -5.909], [-0.705, -0.812, -5.018], [-0.531, -0.561, -3.601], [-0.184, 0.642, -3.154], [0.074, 1.639, -3.951], [0.158, 1.404, -5.367], [0.020, 3.016, -3.349], [-0.429, 4.039, -4.144], [-0.227, 5.352, -3.762], [-0.601, 6.722, -5.116], [0.307, 5.669, -2.559], [0.600, 4.575, -1.771], [0.382, 3.291, -2.062], [-1.005, -1.763, -5.422], [-0.750, -1.259, -2.785], [0.521, 2.181, -6.016], [-1.049, 3.813, -5.028], [0.645, 6.670, -2.277], [0.631, 4.797, -0.574], [-4.375, -5.618, 0.416], [-4.115, -4.222, 0.163], [-4.899, -3.191, 0.886], [-3.186, -3.810, -0.789], [-2.157, -2.533, -0.534], [-3.162, -4.644, -1.914], [-2.043, -4.654, -2.832], [-4.357, -5.300, -2.485], [-4.289, -5.762, 1.519], [-3.685, -6.212, -0.151], [-5.445, -5.881, 0.210], [-5.861, -3.603, 1.150], [-5.035, -2.295, 0.261], [-4.360, -2.833, 1.785], [-1.207, -4.019, -2.401], [-2.344, -4.317, -3.800], [-1.623, -5.686, -2.892], [-5.258, -4.842, -2.072], [-4.343, -6.397, -2.285], [-4.362, -5.255, -3.567], [-1.765, 1.228, -0.746], [-2.266, 1.547, 0.389], [-1.729, 1.666, 1.533], [-3.748, 1.892, 0.273], [-4.356, 2.076, -1.006], [-5.615, 2.552, -1.093], [-6.392, 2.838, 0.042], [-5.820, 2.509, 1.313], [-4.520, 2.161, 1.405], [-3.799, 1.710, -1.935], [-5.978, 2.714, -2.080], [-7.377, 3.265, -0.014], [-6.367, 2.656, 2.261], [-3.989, 1.983, 2.375], [-1.378, 6.143, 3.987], [0.404, 5.987, 3.536], [1.396, 7.468, 3.937], [1.289, 4.473, 4.070], [0.611, 5.611, 1.698], [0.684, 5.303, 0.501], [-1.579, 5.885, 5.042], [-1.966, 5.503, 3.305], [-1.762, 7.163, 3.863], [1.560, 7.578, 4.998], [0.856, 8.297, 3.494], [2.365, 7.319, 3.472], [1.614, 4.466, 5.104], [2.205, 4.283, 3.397], [0.629, 3.591, 3.916]],
  "e_tot_ha": -8323.8853,
  "charge": -2,
  "e_above_lowest_kj_mol": 364.5,
  "e_homo_ev": -0.98
}